# 1
C26H78BrNO17P | wB97M-V/def2-TZVPD

Each atom is followed by the atoms it is bonded to, with distances in Å.
Geometry (Å):
1 Br -1.64 6.17 -0.85  C21 2.018
2 P -2.37 4.01 1.61  O10 1.472, N20 1.723, H117 1.407, H122 1.405
3 O 0.12 4.39 1.13  N20 1.394, C30 1.417
4 O 3.33 4.86 -8.73  C22 1.431, H72 0.960
5 O 4.33 4.40 2.96  C37 1.425, H79 0.961
6 O 4.23 -3.23 4.54  C34 1.428, H49 0.961
7 O 1.30 -4.14 1.72  C43 1.427, H107 0.962
8 O 0.38 2.91 -2.14  C40 1.267
9 O -6.63 3.15 -2.89  C33 1.419, H66 0.962
10 O -2.15 4.92 2.75  P2 1.472
11 O 2.94 2.40 -3.54  C42 1.414, H81 0.973
12 O -0.17 -6.43 -1.58  C45 1.429, H77 0.960
13 O 0.18 -2.45 -0.45  C35 1.421, H114 0.965
14 O 7.94 4.29 4.06  C25 1.422, H65 0.963
15 O -2.58 -3.40 2.61  C39 1.420, H76 0.964
16 O 1.07 -9.92 0.78  C29 1.426, H53 0.960
17 O -5.25 -4.61 0.62  C38 1.431, H111 0.960
18 O -4.45 1.14 -4.40  C46 1.427, H61 0.961
19 O 0.95 5.00 -1.58  C40 1.232
20 N -1.01 3.81 0.57  P2 1.723, O3 1.394, C21 1.443
21 C -1.19 4.20 -0.81  Br1 2.018, N20 1.443, C31 1.519, C40 1.584
22 C 3.26 4.63 -7.32  O4 1.431, H97 1.092, H106 1.086, H118 1.092
23 C -1.78 -0.28 0.64  C24 1.521, C41 1.565, H58 1.086, H82 1.084
24 C -2.88 -0.19 -0.40  C23 1.521, C44 1.534, H48 1.089, H91 1.094
25 C 8.01 3.14 4.88  O14 1.422, H62 1.093, H93 1.094, H123 1.087
26 C 1.57 1.63 0.74  C27 1.529, C36 1.530, H90 1.090, H104 1.085
27 C 2.58 1.22 -0.33  C26 1.529, H64 1.086, H75 1.083, H92 1.089
28 C -2.19 1.95 -1.61  C31 1.549, C44 1.558, H70 1.083, H94 1.080
29 C 1.12 -10.01 2.20  O16 1.426, H83 1.087, H89 1.093, H103 1.093
30 C 0.73 3.56 2.10  O3 1.417, C36 1.524, H50 1.091, H71 1.086
31 C -2.32 3.49 -1.52  C21 1.519, C28 1.549, H96 1.084, H113 1.086
32 C -3.71 0.12 2.37  C41 1.528, H51 1.090, H74 1.086, H84 1.084
33 C -7.87 3.11 -3.59  O9 1.419, H52 1.087, H80 1.095, H109 1.095
34 C 4.86 -1.98 4.27  O6 1.428, H60 1.093, H95 1.087, H116 1.093
35 C -0.09 -3.35 -1.51  O13 1.421, H56 1.089, H85 1.092, H102 1.093
36 C 1.98 2.84 1.57  C26 1.530, C30 1.524, H69 1.084, H73 1.089
37 C 4.51 5.39 3.98  O5 1.425, H78 1.093, H100 1.087, H120 1.094
38 C -4.52 -4.39 -0.59  O17 1.431, H57 1.087, H63 1.092, H98 1.093
39 C -2.50 -4.55 3.43  O15 1.420, H55 1.095, H86 1.088, H105 1.094
40 C 0.19 4.04 -1.59  O8 1.267, O19 1.232, C21 1.584
41 C -2.22 -0.13 2.13  C23 1.565, C32 1.528, H115 1.088, H124 1.087
42 C 3.65 3.58 -3.85  O11 1.414, H88 1.094, H110 1.091, H121 1.095
43 C 2.55 -4.63 2.20  O7 1.427, H67 1.093, H87 1.094, H108 1.083
44 C -3.28 1.25 -0.75  C24 1.534, C28 1.558, H59 1.087, H119 1.088
45 C 0.70 -7.31 -0.87  O12 1.429, H54 1.089, H68 1.093, H101 1.087
46 C -3.70 1.30 -5.61  O18 1.427, H47 1.093, H99 1.086, H112 1.093
47 H -4.04 2.18 -6.16  C46 1.093
48 H -3.73 -0.82 -0.15  C24 1.089
49 H 3.33 -3.04 4.84  O6 0.961
50 H 0.04 2.77 2.41  C30 1.091
51 H -3.90 -0.01 3.44  C32 1.090
52 H -8.48 3.95 -3.25  C33 1.087
53 H 0.80 -10.77 0.44  O16 0.960
54 H 1.32 -6.71 -0.21  C45 1.089
55 H -2.52 -5.47 2.83  C39 1.095
56 H -0.41 -2.77 -2.38  C35 1.089
57 H -3.47 -4.26 -0.33  C38 1.087
58 H -1.06 0.50 0.42  C23 1.086
59 H -3.35 1.81 0.18  C44 1.087
60 H 4.32 -1.44 3.48  C34 1.093
61 H -5.37 1.03 -4.66  O18 0.961
62 H 8.01 2.23 4.28  C25 1.093
63 H -4.88 -3.49 -1.09  C38 1.092
64 H 2.05 0.61 -1.05  C27 1.086
65 H 7.11 4.23 3.56  O14 0.963
66 H -6.10 2.41 -3.20  O9 0.962
67 H 2.41 -5.13 3.16  C43 1.093
68 H 1.33 -7.86 -1.56  C45 1.093
69 H 2.63 3.53 1.05  C36 1.084
70 H -2.35 1.69 -2.65  C28 1.083
71 H 0.96 4.13 2.99  C30 1.086
72 H 2.87 4.13 -9.16  O4 0.960
73 H 2.49 2.48 2.47  C36 1.089
74 H -4.35 -0.60 1.88  C32 1.086
75 H 2.94 2.09 -0.87  C27 1.083
76 H -3.42 -3.45 2.13  O15 0.964
77 H -0.72 -6.97 -2.16  O12 0.960
78 H 3.84 6.24 3.80  C37 1.093
79 H 4.54 4.81 2.12  O5 0.961
80 H -7.72 3.20 -4.67  C33 1.095
81 H 2.09 2.67 -3.17  O11 0.973
82 H -1.25 -1.22 0.56  C23 1.084
83 H 1.43 -9.04 2.58  C29 1.087
84 H -4.05 1.12 2.12  C32 1.084
85 H -0.88 -4.05 -1.23  C35 1.092
86 H -1.57 -4.51 3.98  C39 1.088
87 H 2.99 -5.33 1.48  C43 1.094
88 H 3.80 4.18 -2.94  C42 1.094
89 H 1.85 -10.76 2.51  C29 1.093
90 H 1.36 0.79 1.40  C26 1.090
91 H -2.48 -0.61 -1.33  C24 1.094
92 H 3.38 0.62 0.10  C27 1.089
93 H 7.17 3.11 5.58  C25 1.094
94 H -1.24 1.57 -1.27  C28 1.080
95 H 5.87 -2.19 3.93  C34 1.087
96 H -2.30 3.87 -2.54  C31 1.084
97 H 2.22 4.61 -6.98  C22 1.092
98 H -4.61 -5.25 -1.26  C38 1.093
99 H -2.66 1.43 -5.34  C46 1.086
100 H 4.27 4.94 4.93  C37 1.087
101 H 0.13 -8.02 -0.27  C45 1.087
102 H 0.81 -3.91 -1.77  C35 1.093
103 H 0.14 -10.26 2.61  C29 1.093
104 H 0.64 1.84 0.21  C26 1.085
105 H -3.34 -4.58 4.14  C39 1.094
106 H 3.77 5.45 -6.83  C22 1.086
107 H 0.71 -4.89 1.61  O7 0.962
108 H 3.22 -3.79 2.33  C43 1.083
109 H -8.41 2.18 -3.37  C33 1.095
110 H 4.62 3.31 -4.27  C42 1.091
111 H -6.17 -4.73 0.39  O17 0.960
112 H -3.80 0.41 -6.24  C46 1.093
113 H -3.31 3.72 -1.14  C31 1.086
114 H 0.46 -2.98 0.31  O13 0.965
115 H -1.66 0.69 2.58  C41 1.088
116 H 4.90 -1.36 5.17  C34 1.093
117 H -2.63 2.71 2.08  P2 1.407
118 H 3.75 3.69 -7.06  C22 1.092
119 H -4.22 1.22 -1.30  C44 1.088
120 H 5.55 5.74 3.99  C37 1.094
121 H 3.09 4.18 -4.58  C42 1.095
122 H -3.50 4.39 0.87  P2 1.405
123 H 8.94 3.19 5.45  C25 1.087
124 H -1.96 -1.05 2.65  C41 1.087

The value obtained for the largest force on an atom is 0.029 Eh/bohr. The net charge is -1.

# 2
C10H17Cl2N2O | wB97M-V/def2-TZVPD

Each atom is followed by the atoms it is bonded to, with distances in Å.
Geometry (Å):
1 Cl 0.16 1.49 -3.07  C8 1.782
2 Cl 1.71 -0.50 -5.38  C11 1.782
3 O -2.16 -1.59 1.43  C6 1.486, H30 1.005
4 N 0.62 1.45 3.92  C7 1.543, C15 1.531, H28 1.064
5 N 0.07 -3.20 0.67  C9 1.543, H24 1.043, H27 1.061
6 C -1.29 -1.08 0.34  O3 1.486, C9 1.641, C10 1.639, H31 1.194
7 C 1.78 2.37 3.47  N4 1.543, C12 1.663, H21 1.180
8 C -0.56 0.14 -3.98  Cl1 1.782, C11 1.520, H20 1.094, H29 1.095
9 C 0.23 -1.70 0.35  N5 1.543, C6 1.641, H16 1.172, H18 1.176
10 C -1.37 0.55 0.31  C6 1.639, C14 1.640, H25 1.194, H26 1.180
11 C 0.43 -0.98 -4.23  Cl2 1.782, C8 1.520, H23 1.094, H32 1.095
12 C 2.00 2.81 1.88  C7 1.663, C13 1.642, H22 1.189
13 C 0.94 2.24 0.77  C12 1.642, C14 1.666, H17 1.174
14 C -0.27 1.24 1.32  C10 1.640, C13 1.666, C15 1.671
15 C -0.40 0.86 2.94  N4 1.531, C14 1.671, H19 1.178
16 H 0.93 -1.28 1.19  C9 1.172
17 H 0.98 2.45 -0.39  C13 1.174
18 H 0.68 -1.55 -0.73  C9 1.176
19 H -1.26 0.16 3.33  C15 1.178
20 H -1.40 -0.23 -3.38  C8 1.094
21 H 2.48 2.74 4.33  C7 1.180
22 H 2.89 3.51 1.51  C12 1.189
23 H -0.08 -1.84 -4.67  C11 1.094
24 H 0.24 -3.69 -0.24  N5 1.043
25 H -2.46 0.85 0.72  C10 1.194
26 H -1.34 0.95 -0.80  C10 1.180
27 H 0.89 -3.44 1.31  N5 1.061
28 H 0.50 1.20 4.94  N4 1.064
29 H -0.97 0.55 -4.92  C8 1.095
30 H -3.07 -1.71 1.03  O3 1.005
31 H -1.80 -1.48 -0.67  C6 1.194
32 H 0.91 -1.31 -3.30  C11 1.095

The value obtained for the largest force on an atom is 0.101 Eh/bohr. The net charge is +1.

# 3
C4H12 | wB97M-V/def2-TZVPD

Each atom is followed by the atoms it is bonded to, with distances in Å.
Geometry (Å):
1 C -1.77 -1.39 1.96  C4 1.559, H5 1.101, H7 1.138, H14 1.095
2 C 0.94 0.97 -1.63  C3 1.484, H11 1.116, H12 1.166, H16 1.103
3 C 2.33 0.49 -1.46  C2 1.484, H8 1.132, H10 1.151, H13 1.110
4 C -1.48 -0.15 1.06  C1 1.559, H6 1.166, H9 1.099, H15 1.131
5 H -2.78 -1.81 1.83  C1 1.101
6 H -0.96 -0.57 0.10  C4 1.166
7 H -1.62 -0.99 3.01  C1 1.138
8 H 2.63 0.95 -0.46  C3 1.132
9 H -0.75 0.47 1.59  C4 1.099
10 H 3.07 0.86 -2.27  C3 1.151
11 H 0.52 0.47 -2.54  C2 1.116
12 H 0.80 2.10 -1.86  C2 1.166
13 H 2.27 -0.61 -1.41  C3 1.110
14 H -0.92 -2.08 2.03  C1 1.095
15 H -2.47 0.37 0.88  C4 1.131
16 H 0.19 0.94 -0.82  C2 1.103

The value obtained for the largest force on an atom is 0.085 Eh/bohr. As for the SMILES: CC.CC.

# 4
C3H2Cl4N2 | wB97M-V/def2-TZVPD

Each atom is followed by the atoms it is bonded to, with distances in Å.
Geometry (Å):
1 Cl -1.90 -0.93 0.57  C8 1.778
2 Cl 1.23 0.58 -1.36  C7 1.746
3 Cl -1.83 1.63 -0.68  C8 1.712
4 Cl 3.62 0.19 0.29  C7 1.753
5 N -1.64 -0.52 -2.09  C8 1.227, H11 0.989
6 N 0.50 0.37 2.28  C9 1.201, H10 1.010
7 C 1.89 0.46 0.25  Cl2 1.746, Cl4 1.753, C9 1.335
8 C -1.80 -0.05 -0.97  Cl1 1.778, Cl3 1.712, N5 1.227
9 C 1.12 0.09 1.28  N6 1.201, C7 1.335
10 H 0.14 -0.42 2.79  N6 1.010
11 H -1.33 -1.42 -2.36  N5 0.989

The value obtained for the largest force on an atom is 0.057 Eh/bohr. As for the SMILES: N=C=C(Cl)Cl.N=C(Cl)Cl.

| no. | E_tot (hartree) | gap between HOMO and LUMO (eV) | HOMO (Eh) |
| --- | --- | --- | --- |
| 1 | -5286.40931 | 6.50 | -0.1852 |
| 2 | -1495.81780 | 7.26 | -0.4536 |
| 3 | -159.54598 | 12.09 | -0.4052 |
| 4 | -2065.70087 | 9.28 | -0.3291 |